C39H34Cl2FeIN6O5Te2 | ωB97M-V/def2-TZVPD

```
90
Properties=species:S:1:pos:R:3:lowdin_charge:R:1
H -2.365 0.053 -2.684 0.14
H 4.430 -1.332 2.573 -0.02
N -0.384 -2.062 -0.168 0.04
I -2.026 2.730 -5.073 0.97
C -4.323 -5.363 0.038 -0.08
C -2.181 1.275 2.067 -0.07
H -6.039 1.775 1.160 0.08
C -1.226 2.001 2.997 -0.27
C -0.133 0.203 -4.852 -0.25
C 3.877 -1.572 3.490 -0.38
H 1.928 2.651 -4.196 0.13
C -1.468 0.214 1.399 -0.28
C 3.844 -1.512 -1.699 -0.63
C -1.350 0.274 -3.028 -0.17
C -0.386 -0.802 -3.763 -0.60
H -4.070 2.349 2.273 0.13
H -0.080 -0.070 -5.904 0.14
O -0.150 0.226 1.461 -0.18
C 4.705 3.201 1.939 -0.19
H -4.967 -4.655 -1.913 0.11
C -3.529 1.480 1.858 0.02
H 4.563 -2.248 3.982 -0.01
H -5.979 0.327 -0.029 0.09
C 1.245 5.343 1.971 -0.07
H 2.540 4.562 3.457 0.10
H -1.599 3.759 0.912 0.10
C 0.920 -1.041 4.131 -0.53
H 0.927 -3.691 -0.236 0.10
C -0.408 0.709 -1.921 -0.24
Te -0.963 -2.856 -3.786 1.31
C -1.353 0.973 -4.399 -0.71
H 3.623 -0.669 4.066 0.01
O 3.592 -0.956 -2.858 0.13
C -0.355 3.157 2.550 -0.14
C 0.489 -3.260 -2.269 -0.47
O -1.097 1.513 4.115 0.09
C -2.229 -0.732 0.661 -0.09
C -0.726 4.013 1.490 -0.03
C -3.617 -0.508 0.470 0.03
C 0.030 5.156 1.286 -0.07
C -1.654 -1.972 0.123 -0.18
H 1.253 0.003 3.879 0.01
H -0.227 5.890 0.547 0.10
Cl 5.775 -0.122 -0.796 0.71
H -4.201 -1.190 -0.177 0.11
C -4.291 0.607 1.043 -0.27
Te 1.912 -2.376 2.893 1.17
H -4.859 -6.264 -0.083 0.09
C 0.029 -3.349 -0.771 -0.25
O 3.048 -1.733 -0.781 -0.04
H -3.469 -2.595 -1.857 0.08
C -0.272 2.136 -1.431 -0.08
C -2.628 -4.023 1.087 -0.04
H -0.148 -1.191 3.869 0.00
H 2.624 -0.717 -2.872 0.07
N 5.389 3.802 2.652 0.15
H 0.645 3.715 -2.410 0.11
H -6.213 0.120 1.732 0.07
H 5.908 -1.921 -2.369 0.09
H -1.944 -3.912 1.906 0.12
H 1.900 6.191 1.762 0.12
C 0.821 3.383 3.230 -0.02
H 2.036 0.423 -4.651 0.13
C 3.504 3.280 -0.144 -0.17
H -0.680 -4.134 -0.679 0.09
C 1.251 2.062 -3.556 -0.02
C -3.502 -5.103 1.133 -0.06
Cl 5.616 -2.961 -0.327 0.65
H 1.245 -2.530 -2.470 -0.01
C -3.469 -3.310 -1.001 -0.08
C 3.704 2.607 1.101 -0.36
C 1.628 4.433 2.904 -0.11
C -4.292 -4.486 -1.049 -0.05
H -3.388 -5.745 2.050 0.13
N 0.968 -0.535 -3.105 -0.07
N 3.385 1.396 1.342 0.01
H 1.026 2.708 4.084 0.13
C -2.586 -3.140 0.043 -0.24
Fe 1.263 -0.650 0.302 0.71
C 5.331 -1.660 -1.464 -1.03
C -5.777 0.739 0.975 -0.06
O 2.611 0.910 0.431 -0.27
H -1.259 2.662 -1.335 0.14
N 3.467 3.788 -1.185 0.18
H 0.932 -4.207 -2.559 0.04
N 0.669 0.062 -1.797 0.09
C 1.152 0.658 -4.096 -0.16
H 1.180 -1.254 5.249 0.05
H 0.235 2.238 -0.441 0.12
C 0.643 2.651 -2.501 -0.10
```

multiplicity	6
highest occupied orbital energy (alpha / beta)	-7.703 / -7.674	eV
molar mass	1175.59	g/mol
total energy	-142283.2144	eV
largest force on an atom	2.4	eV/A
<S²>	8.767
Kohn-Sham gap (alpha / beta)	7.5 / 6.6	eV
relative energy (zero: lowest compared OMol25 entry of this formula, charge and spin)	101.3	kJ/mol

***

C39H34ClInN3SSi2 | ωB97M-V/def2-TZVPD

```
81
Properties=species:S:1:pos:R:3:lowdin_charge:R:1
C 1.944 -1.492 -5.815 -0.33
H 0.055 -4.749 -6.764 0.10
C -1.860 2.837 -1.751 -0.07
H -1.694 -2.947 2.640 0.12
C -0.326 -2.941 0.262 -0.13
C -2.631 -0.981 3.073 -0.21
H -3.285 -2.836 -2.196 0.11
H 4.408 -0.805 5.340 0.09
C 1.776 -3.910 -5.797 -0.09
C 0.738 -1.443 -6.520 -0.10
N 0.502 0.729 5.033 0.11
H 3.376 -2.813 -4.901 0.10
H -2.279 -5.010 -1.576 0.11
C 0.582 -3.842 -6.500 -0.09
H -2.967 1.109 1.503 0.07
C -1.890 -4.091 -1.158 -0.07
C -0.818 -4.121 -0.275 -0.08
C 0.063 -2.605 -6.860 -0.09
H -1.454 -0.373 6.130 0.12
H -3.196 -0.793 2.177 0.11
C 1.752 0.336 5.325 -0.23
H -2.393 -0.750 -1.263 0.10
H -0.101 1.629 -1.623 0.06
H 3.172 2.159 -7.491 0.09
C 0.108 3.147 8.342 -0.05
C -0.878 -1.702 -0.072 -0.32
C 1.277 2.427 8.054 0.01
H -0.870 -2.548 -7.405 0.10
C 2.448 -2.744 -5.457 -0.12
H 2.182 -4.871 -5.509 0.10
H -3.032 0.820 4.316 0.11
C -2.456 -2.872 -1.501 -0.06
H 4.177 0.158 -6.078 -0.02
C -1.951 -1.693 -0.966 -0.08
C 0.394 3.858 -6.590 -0.08
H 3.134 0.058 -3.919 -0.03
H 3.210 0.714 6.869 0.21
H -1.897 3.648 7.706 0.11
N 2.271 0.882 6.442 0.22
C 1.868 1.586 -5.878 -0.34
C -2.655 1.585 0.581 -0.12
H 0.515 -2.984 0.943 0.07
C 2.277 2.405 -6.933 -0.11
Si -0.365 -0.117 0.828 0.39
H -1.810 2.247 5.640 0.10
C -0.030 3.053 -5.542 -0.09
H 1.879 4.154 -8.109 0.10
H -1.543 3.326 -2.664 0.09
N 1.660 -1.027 3.412 -0.04
C 0.210 1.589 6.041 -0.24
Cl 1.609 0.289 -0.043 0.25
H 0.315 -0.485 -6.797 0.09
C 3.692 -1.051 4.569 -0.30
C -0.960 2.298 6.301 0.01
C 1.548 3.532 -7.287 -0.08
H 0.060 3.746 9.242 0.11
H 2.154 -2.249 1.700 0.05
In -0.464 -0.323 3.300 0.75
C -1.712 -0.762 5.159 -0.17
C -1.426 1.236 0.018 -0.35
C 0.700 1.929 -5.191 -0.12
C 1.287 1.662 6.895 -0.22
C -1.850 -2.133 3.327 -0.16
H -0.177 4.736 -6.866 0.10
H -0.933 3.302 -4.999 0.09
H 2.133 2.450 8.717 0.12
C -3.079 3.170 -1.174 -0.07
H -0.362 -5.067 -0.011 0.11
C -2.547 -0.135 4.202 -0.16
H -0.635 -2.706 5.096 0.12
H -4.427 2.791 0.451 0.11
C -1.048 1.878 -1.163 -0.11
H -3.713 3.917 -1.634 0.11
Si 2.863 0.080 -5.382 0.73
H 0.351 1.303 -4.378 0.10
C 2.387 -0.591 4.461 -0.32
C 2.429 -1.819 2.622 -0.39
S 3.976 -2.028 3.245 1.15
C -3.478 2.539 -0.005 -0.07
C -1.003 3.088 7.468 -0.04
C -1.284 -1.995 4.614 -0.14
```

highest occupied orbital energy	-10.562	eV
molar mass	783.23	g/mol
total energy	-89746.8357	eV
largest force on an atom	4.0	eV/A
net charge	+1
Kohn-Sham gap	7.2	eV
relative energy (zero: lowest compared OMol25 entry of this formula, charge and spin)	36.4	kJ/mol

***

C39H34ClN3RhSSi2 | ωB97M-V/def2-TZVPD

```
81
Properties=species:S:1:pos:R:3:lowdin_charge:R:1
C 0.662 2.175 5.546 0.00
H 0.553 -0.580 0.774 0.04
C 1.081 -4.020 2.258 -0.42
H 1.995 -3.352 -4.776 0.11
C -1.549 3.370 0.051 -0.09
Cl 3.166 2.519 1.373 0.32
H 3.327 2.373 -1.440 -0.01
H 1.590 0.315 -3.083 0.10
H -2.302 -3.494 -5.179 0.11
N 1.507 0.212 4.199 0.19
C -3.354 -0.622 1.935 -0.19
C 2.760 -2.729 -0.323 -0.11
H 2.338 -0.065 4.717 0.17
H -2.559 -2.171 -3.094 0.10
H -3.992 -1.107 -0.151 0.12
C -3.406 -1.395 0.721 -0.23
C -0.149 -3.476 -5.152 -0.07
C 0.987 -3.110 -4.429 -0.07
H 4.833 -2.146 -0.581 0.11
H -0.487 3.797 6.448 0.11
C 0.836 -2.438 -3.213 -0.10
C -0.560 4.655 -1.727 -0.07
H 0.641 -4.842 1.696 0.10
C 0.624 1.763 -4.351 -0.07
H 4.313 0.228 -1.022 0.10
C 0.653 0.848 -3.291 -0.11
H -2.640 4.852 -1.107 0.11
C 3.794 -1.803 -0.519 -0.07
C 2.229 0.096 -0.488 -0.27
C -1.560 -2.439 -3.455 -0.10
H -2.460 1.706 3.187 0.09
H -1.995 -0.713 -0.817 0.02
H -0.265 1.955 1.029 0.06
C -0.418 1.169 3.576 -0.22
C 0.672 1.298 4.467 -0.17
C -1.650 1.366 -2.777 -0.11
C 1.462 -2.282 -0.266 -0.19
H -2.612 2.801 -4.073 0.11
H 1.531 1.933 -4.946 0.11
C -1.987 -2.485 2.195 -0.20
C -2.471 -1.304 2.849 -0.19
H -2.535 1.257 -2.143 0.10
C 0.785 2.960 -0.582 -0.32
C -1.415 -3.153 -4.647 -0.08
H 1.745 -2.219 -2.651 0.09
H 3.394 -1.907 3.840 0.08
C 3.492 -0.443 -0.698 -0.15
C -1.582 2.849 4.855 -0.06
C -1.674 4.359 -0.931 -0.08
C 0.964 -0.540 3.208 -0.21
C 2.604 -2.474 3.367 -0.30
C -0.427 -2.102 -2.696 -0.26
C -0.334 2.695 0.226 -0.12
H -1.407 -3.272 2.659 0.10
C -1.582 1.907 3.807 -0.01
C -0.491 0.627 -2.507 -0.28
C 1.391 -1.910 2.973 -0.28
H -3.877 0.330 2.093 0.12
H -2.276 -1.023 3.880 0.12
H 3.000 -3.788 -0.197 0.11
H 1.526 4.267 -2.130 0.11
C -0.557 2.450 -4.653 -0.08
H -2.323 -3.328 0.144 0.12
C -2.545 -2.554 0.876 -0.19
H -0.584 3.143 -5.501 0.11
Rh -1.503 -0.807 1.112 0.99
N -0.157 0.075 2.728 0.06
H -2.405 3.117 0.690 0.10
C -1.691 2.251 -3.858 -0.08
N 0.551 -2.823 2.366 -0.03
H -0.037 -3.988 -6.108 0.11
Si -0.594 -0.830 -1.277 0.75
Si 2.397 2.006 -0.465 0.31
S 2.665 -4.161 2.991 1.06
C -0.461 3.013 5.687 -0.06
H 0.649 -3.010 -0.237 0.10
H 1.509 2.204 6.236 0.12
H -0.662 5.371 -2.550 0.11
C 1.121 -0.869 -0.185 -0.32
C 0.661 3.994 -1.520 -0.10
H -2.474 3.462 5.036 0.12
```

multiplicity	5
highest occupied orbital energy (alpha / beta)	-8.904 / -10.642	eV
molar mass	771.32	g/mol
total energy	-87575.9339	eV
largest force on an atom	10.1	eV/A
<S²>	6.048
net charge	+1
Kohn-Sham gap (alpha / beta)	5.8 / 5.9	eV
relative energy (zero: lowest compared OMol25 entry of this formula, charge and spin)	137.5	kJ/mol